{
  "formula": "B4F16Fe",
  "method": "ωB97M-V with the def2-TZVPD basis set",
  "species": ["Fe", "B", "F", "F", "F", "F", "B", "F", "F", "F", "F", "B", "F", "F", "F", "F", "B", "F", "F", "F", "F"],
  "positions_angstrom": [[-0.0904, 0.0200, 0.0975], [-1.4905, 1.5034, -1.6476], [-1.4706, 2.9251, -1.7132], [-1.8584, 1.0695, -0.4063], [-2.1799, 0.8633, -2.6532], [-0.1878, 1.0644, -1.6702], [2.2652, -1.2972, -0.2925], [2.3667, -2.6829, -0.4496], [1.3970, -0.7922, -1.1814], [1.7304, -1.0422, 0.9468], [3.5297, -0.7476, -0.3953], [-1.3568, -2.1177, 0.2922], [-0.7919, -1.4109, 1.3305], [-0.8688, -3.3505, 0.1801], [-2.7258, -2.2041, 0.2686], [-1.0247, -1.4608, -0.9287], [0.5678, 1.9454, 1.6519], [1.5217, 2.1044, 2.6132], [1.1105, 1.5405, 0.4580], [-0.3309, 0.9654, 1.9389], [-0.1126, 3.1047, 1.5602]],
  "forces_ev_per_angstrom": [[0.5, -0.2, -0.5], [0.0, 1.6, -1.3], [-0.6, -0.8, -0.3], [-2.2, -0.1, 2.1], [-0.6, 0.4, -0.3], [2.3, -0.1, -1.5], [2.3, -2.1, 0.6], [0.1, -0.5, -0.2], [-1.0, 1.0, -2.3], [-0.6, 0.5, 1.9], [0.6, 0.5, -0.2], [-1.5, -1.3, -1.9], [-0.5, 0.0, 1.4], [1.3, -2.3, 0.5], [-1.2, 0.5, 1.0], [0.0, 0.6, -0.6], [0.6, 1.9, 1.3], [1.1, -0.4, 0.9], [2.0, 0.8, -1.5], [-1.6, -2.0, 1.4], [-0.9, 1.9, -0.6]],
  "mulliken_charge": [2.572, 0.310, -0.405, -0.400, -0.390, -0.235, 0.270, -0.406, -0.151, -0.380, -0.404, 0.270, -0.290, -0.351, -0.407, -0.403, 0.279, -0.391, -0.344, -0.360, -0.384],
  "e_homo_ev": [-4.57, -2.59],
  "spin_multiplicity": 5,
  "charge": -2,
  "e_lumo_ev": [5.659, 5.659]
}

***

{
  "formula": "C4H10N2",
  "method": "ωB97M-V with the def2-TZVPD basis set",
  "species": ["C", "C", "N", "H", "H", "H", "H", "H", "C", "C", "N", "H", "H", "H", "H", "H"],
  "positions_angstrom": [[-0.9451, 1.5416, -0.8161], [-1.7245, 0.9262, -1.7878], [-2.6790, 0.0642, -1.4969], [-1.1780, 1.6256, 0.2372], [-0.1308, 2.2187, -1.0550], [-1.7847, 1.3688, -2.7775], [-2.5613, -0.6057, -0.7416], [-3.1334, -0.3487, -2.3066], [2.3733, -1.6721, 1.1924], [1.1310, 0.2650, 1.4281], [2.2789, -0.2308, 1.3558], [3.3280, -2.0088, 0.7943], [2.2720, -2.1105, 2.1810], [1.6253, -1.9782, 0.4519], [0.9807, 1.1869, 2.0037], [0.1477, -0.2421, 1.3372]],
  "forces_ev_per_angstrom": [[0.8, 1.1, 0.4], [-1.1, 0.9, 0.6], [0.9, -1.2, -1.0], [-0.3, -0.8, 0.1], [0.0, -0.3, -0.5], [0.4, -0.3, -0.2], [-0.3, 0.4, 0.4], [-0.4, 0.1, 0.2], [0.0, 0.2, -1.2], [-0.8, 0.4, 1.6], [0.2, -0.2, 0.5], [0.2, 0.4, 0.1], [-0.3, -0.2, -0.1], [-0.3, -0.5, 0.5], [0.4, 0.5, -0.9], [0.4, -0.7, -0.4]],
  "mulliken_charge": [-0.757, 0.282, -0.265, 0.436, 0.306, 0.366, 0.301, 0.305, -0.732, -0.255, -0.337, 0.252, 0.288, 0.299, 0.282, 0.230],
  "e_homo_ev": [-12.60, -12.59],
  "spin_multiplicity": 2,
  "charge": 1,
  "e_lumo_ev": [-4.674, -7.829]
}

***

{
  "formula": "C7H12N4O",
  "method": "ωB97M-V with the def2-TZVPD basis set",
  "species": ["C", "C", "C", "C", "C", "C", "C", "N", "N", "N", "N", "O", "H", "H", "H", "H", "H", "H", "H", "H", "H", "H", "H", "H"],
  "positions_angstrom": [[0.7934, 3.3965, 1.3428], [1.3111, 2.2827, 2.1138], [0.6700, 2.8539, 0.0892], [-0.2456, -1.7336, -1.3855], [-1.1017, -3.0111, -1.0845], [-1.8491, -1.0358, -0.0592], [1.3120, 0.7810, -0.9415], [1.5977, 1.2498, 1.3541], [1.2122, 1.6219, 0.0683], [-0.4383, -0.8418, -0.2952], [0.3567, -1.2530, 0.8894], [-2.1809, -2.3544, -0.4065], [0.5056, 4.3692, 1.6921], [1.5585, 2.1134, 3.1086], [0.2215, 3.3334, -0.6849], [0.8423, -1.9785, -1.5231], [-0.5572, -1.1872, -2.2848], [-1.2784, -3.3740, -2.0616], [-0.4988, -3.7399, -0.5246], [-1.9938, -0.7320, 0.9293], [-2.5026, -0.4362, -0.8793], [0.9796, 1.3581, -1.8865], [-0.0190, -0.7666, 1.6611], [1.3049, -0.9157, 0.7686]],
  "forces_ev_per_angstrom": [[-0.2, -1.6, -0.1], [0.4, -0.5, -2.4], [0.7, 1.9, 3.3], [2.5, -1.4, -0.8], [1.8, 3.0, 0.4], [-0.4, 1.3, -3.7], [0.5, -0.3, -1.9], [-0.1, 0.8, 0.0], [-0.1, -0.6, 0.7], [0.5, 0.8, 0.7], [-0.7, -1.6, -1.6], [-0.6, -2.4, 0.6], [-0.1, 0.1, 0.0], [0.2, 0.5, 1.8], [-0.9, 0.8, -2.5], [-1.0, 0.3, 0.2], [-0.2, -0.4, 0.1], [-1.3, -0.8, -0.8], [-0.7, 0.3, 0.4], [-1.2, 0.0, 1.6], [1.6, -0.4, 2.2], [0.0, -0.7, 1.3], [-0.4, 0.7, 0.9], [-0.2, 0.3, -0.4]],
  "mulliken_charge": [-0.669, -0.150, -0.218, -0.837, -0.365, -0.459, -0.344, -0.816, 0.629, 0.241, -0.771, -0.406, 0.380, 0.515, 0.448, 0.413, 0.364, 0.378, 0.285, 0.349, 0.248, 0.135, 0.279, 0.371],
  "e_homo_ev": -8.13,
  "spin_multiplicity": 1,
  "e_lumo_ev": -0.068
}

***

Number 1: energy -2962.04871 Eh. Number 2: energy -267.53267 Eh. Number 3: energy -567.96384 Eh.